(1)
Here is one molecule with the formula C5H12N2 from the Open Molecules 2025 dataset. Energies are from ωB97M-V/def2-TZVPD.

Output
LUMO energy: 1.117 eV
M: 100.16 g/mol
SMILES string: C=CCCNCN
Total charge: 0
HOMO: -8.47 eV
Frontier orbital gap: 9.592 eV

Each line ends with the Löwdin charge.
Element x y z (Å)
C  2.122  2.172  -0.207  -0.02
C  1.267  1.969  0.810  -0.14
C  0.643  0.655  1.583  -0.17
C  -0.512  0.021  0.708  -0.23
N  0.027  -0.953  -0.345  -0.10
C  -0.986  -2.039  -0.607  -0.28
N  -2.021  -1.539  -1.574  -0.02
H  1.998  2.996  -0.899  0.04
H  2.928  1.604  -0.608  0.04
H  0.517  2.737  1.049  0.08
H  0.236  1.079  2.458  0.05
H  1.348  -0.104  2.089  0.12
H  -1.159  0.876  0.252  0.12
H  -1.246  -0.564  1.264  0.08
H  0.122  -0.436  -1.249  0.10
H  -1.394  -2.193  0.379  0.07
H  -0.345  -2.926  -0.945  0.13
H  -2.415  -0.577  -1.506  0.07
H  -1.827  -1.718  -2.569  0.06

---

(2)
Here is a 2-piece molecular cluster, C5H12N2 overall from the Open Molecules 2025 dataset. Energies are from ωB97M-V/def2-TZVPD.

Output
LUMO energy: 0.930 eV
M: 100.16 g/mol
Total charge: 0
HOMO: -7.27 eV
Frontier orbital gap: 8.196 eV

Each line ends with the Löwdin charge.
Element x y z (Å)
C  2.119  -1.208  -0.849  -0.07
C  1.465  -1.095  0.336  -0.09
C  0.174  1.283  -0.928  -0.07
C  -1.001  1.029  1.475  -0.07
C  -0.595  0.636  0.129  -0.43
N  -2.281  -0.916  0.394  0.01
N  -1.324  -0.331  -0.340  -0.11
H  1.716  -1.831  -1.674  0.07
H  3.034  -0.682  -0.910  0.03
H  0.687  -1.745  0.500  0.02
H  0.910  2.085  -0.602  0.11
H  -0.435  1.910  -1.732  0.12
H  0.676  0.528  -1.400  -0.01
H  -0.418  1.853  2.033  0.11
H  -2.057  1.249  1.465  0.07
H  -0.830  0.222  2.180  0.07
H  -2.616  -1.792  0.043  0.00
H  1.928  -0.521  1.149  0.08
H  -1.151  -0.672  -1.268  0.16

---

Which structure is the most stable? The one labeled (1).

---

(1)
Here is C6H11F6N3O12P2PdS2 as an isolated structure from the Open Molecules 2025 dataset. Energies are from ωB97M-V/def2-TZVPD.

Output
LUMO energy (spin up / spin down): 0.059 / -3.045 eV
M: 663.65 g/mol
Total charge: 0
HOMO (spin up / spin down): -10.57 / -10.58 eV
Multiplicity: 3
Frontier orbital gap (spin up / spin down): 10.631 / 7.536 eV

Each line ends with the Löwdin charge.
Element x y z (Å)
Pd  0.841  -0.371  -0.503  1.13
N  -2.793  -1.354  -1.732  0.02
C  -2.816  -1.242  -0.249  -0.55
C  -4.094  -1.844  0.369  -0.08
P  -2.932  0.563  0.037  0.50
O  -2.833  0.889  1.559  -0.08
O  -4.103  1.072  -0.672  -0.22
O  -1.494  1.234  -0.428  -0.22
P  -1.339  -2.159  0.415  0.35
O  -0.706  -1.122  1.501  -0.21
O  -1.749  -3.416  1.053  -0.26
O  -0.264  -2.156  -0.686  -0.40
H  -3.650  -0.944  -2.098  0.11
H  -2.763  -2.330  -2.012  0.11
H  -1.373  -0.606  -2.162  0.05
H  -4.966  -1.453  -0.154  0.08
H  -4.182  -1.580  1.424  0.09
H  -4.061  -2.929  0.302  0.08
H  -1.958  0.840  1.998  0.04
H  -0.803  -1.433  2.410  0.10
O  -0.640  0.108  -2.216  -0.11
O  -1.358  1.260  -1.847  -0.08
C  3.997  -1.354  -3.833  -0.02
C  2.878  -1.371  -2.902  -0.18
N  2.002  -1.384  -2.168  0.14
H  4.541  -2.294  -3.769  0.09
H  4.659  -0.530  -3.572  0.10
H  3.626  -1.214  -4.846  0.09
F  2.673  -0.698  1.804  0.12
C  3.529  0.107  1.169  -0.68
F  4.099  -0.604  0.193  0.13
F  4.459  0.523  1.995  0.18
S  2.628  1.579  0.388  0.62
O  2.500  1.194  -1.016  -0.35
O  3.404  2.718  0.729  -0.23
N  1.093  1.535  0.908  -0.35
S  0.828  1.854  2.487  0.65
O  -0.425  1.255  2.848  -0.28
O  1.980  1.659  3.305  -0.24
C  0.463  3.675  2.482  -0.68
F  1.332  4.346  1.742  0.16
F  0.529  4.102  3.738  0.16
F  -0.760  3.874  2.010  0.16

---

(2)
Here is C6H11F6N3O12P2PdS2 as an isolated structure from the Open Molecules 2025 dataset. Energies are from ωB97M-V/def2-TZVPD.

Output
LUMO energy (spin up / spin down): -2.436 / -2.508 eV
M: 663.65 g/mol
Total charge: 0
HOMO (spin up / spin down): -10.26 / -10.26 eV
Multiplicity: 3
Frontier orbital gap (spin up / spin down): 7.821 / 7.750 eV

Each line ends with the Löwdin charge.
Element x y z (Å)
Pd  -0.951  1.590  -0.892  1.16
N  1.815  -1.084  1.507  0.17
C  1.527  0.401  1.491  -0.47
C  2.399  1.044  2.572  -0.09
P  2.088  0.970  -0.214  0.36
O  3.258  2.030  0.092  -0.13
O  2.632  -0.238  -0.870  -0.27
O  1.032  1.858  -0.871  -0.40
P  -0.258  0.609  2.030  0.33
O  -0.913  -0.760  1.499  -0.15
O  -0.306  0.686  3.498  -0.27
O  -0.839  1.744  1.197  -0.38
H  2.766  -1.253  1.172  0.15
H  1.193  -1.606  0.846  0.11
H  1.689  -1.461  2.446  0.17
H  3.459  0.874  2.375  0.09
H  2.125  0.658  3.553  0.08
H  2.235  2.120  2.583  0.10
H  4.098  1.677  -0.227  0.09
H  -1.470  -1.181  2.166  0.08
O  -2.841  1.429  -1.398  -0.16
O  -2.413  1.561  -2.563  -0.06
C  -0.627  6.270  -0.462  -0.02
C  -0.905  4.858  -0.657  -0.15
N  -1.131  3.749  -0.798  0.15
H  0.421  6.392  -0.194  0.10
H  -1.254  6.653  0.341  0.10
H  -0.834  6.815  -1.380  0.10
F  -1.621  -2.340  -4.001  0.15
C  -0.415  -2.263  -3.449  -0.68
F  0.268  -1.284  -4.031  0.15
F  0.226  -3.405  -3.623  0.16
S  -0.580  -1.891  -1.628  0.62
O  -0.688  -0.436  -1.655  -0.40
O  0.619  -2.455  -1.060  -0.28
N  -1.941  -2.449  -1.145  -0.28
S  -2.197  -4.003  -0.869  0.59
O  -3.599  -4.248  -0.907  -0.26
O  -1.271  -4.860  -1.544  -0.26
C  -1.776  -4.163  0.925  -0.67
F  -0.463  -4.025  1.141  0.12
F  -2.154  -5.359  1.359  0.15
F  -2.404  -3.225  1.646  0.12

---

Which structure is the most stable? The one labeled (2).

---

(1)
Here is a 2-piece molecular cluster, C2H4O2S overall from the Open Molecules 2025 dataset. Energies are from ωB97M-V/def2-TZVPD.

Output
LUMO energy: -0.033 eV
M: 92.12 g/mol
Total charge: 0
HOMO: -9.66 eV
Frontier orbital gap: 9.629 eV

Each line ends with the Löwdin charge.
Element x y z (Å)
C  -0.894  1.338  1.895  -0.15
C  0.721  -1.529  -1.893  -0.29
O  -1.627  0.789  1.128  -0.06
O  0.943  0.502  -0.413  -0.56
S  0.072  -0.640  -0.691  0.88
H  -1.239  1.698  2.882  0.08
H  0.170  1.509  1.675  0.07
H  1.637  -1.247  -2.379  0.02
H  0.216  -2.421  -2.205  0.00

---

(2)
Here is one molecule with the formula C2H4O2S from the Open Molecules 2025 dataset. Energies are from ωB97M-V/def2-TZVPD.

Output
LUMO energy: 0.713 eV
M: 92.12 g/mol
SMILES string: O=S1(=O)CC1
Total charge: 0
HOMO: -10.32 eV
Frontier orbital gap: 11.033 eV

Each line ends with the Löwdin charge.
Element x y z (Å)
O  -1.722  1.262  0.074  -0.31
S  -0.993  0.053  -0.004  0.64
O  -1.727  -1.203  -0.094  -0.33
C  0.548  -0.014  -0.865  -0.14
C  0.628  0.055  0.861  -0.11
H  0.938  0.727  -1.564  0.09
H  0.580  -0.999  -1.093  0.02
H  0.790  -0.864  1.384  0.06
H  0.959  0.983  1.301  0.07

---

(3)
Here is one molecule with the formula C2H4O2S from the Open Molecules 2025 dataset. Energies are from ωB97M-V/def2-TZVPD.

Output
LUMO energy: 0.360 eV
M: 92.12 g/mol
SMILES string: O=C(S)CO
Total charge: 0
HOMO: -9.95 eV
Frontier orbital gap: 10.311 eV

Each line ends with the Löwdin charge.
Element x y z (Å)
O  1.467  1.627  -0.290  0.04
C  0.892  0.612  -0.167  -0.81
S  1.854  -0.886  -0.114  0.85
C  -0.580  0.507  0.094  -0.20
O  -1.052  -0.760  -0.465  -0.13
H  0.950  -1.863  -0.061  -0.14
H  -0.737  0.528  1.197  0.14
H  -1.120  1.296  -0.442  0.13
H  -1.674  -1.060  0.247  0.11

---

(4)
Here is one molecule with the formula C2H4O2S from the Open Molecules 2025 dataset. Energies are from ωB97M-V/def2-TZVPD.

Output
LUMO energy (spin up / spin down): 0.212 / -0.400 eV
M: 92.12 g/mol
Total charge: 0
HOMO (spin up / spin down): -8.07 / -7.49 eV
Frontier orbital gap (spin up / spin down): 8.279 / 7.089 eV

Each line ends with the Löwdin charge.
Element x y z (Å)
C  0.398  -0.314  -1.137  -0.51
C  -0.045  0.383  0.049  -0.11
O  0.573  -0.806  -3.973  -0.67
O  0.823  -1.568  -1.179  0.02
S  0.419  0.380  -3.030  0.84
H  0.836  0.413  0.808  0.12
H  -0.878  -0.141  0.535  0.09
H  -0.294  1.436  -0.232  0.09
H  0.582  -2.145  -0.461  0.12

---

Which structure is the most stable? The one labeled (3).

---

(1)
Here is a 2-piece molecular cluster, C2H4O2S overall from the Open Molecules 2025 dataset. Energies are from ωB97M-V/def2-TZVPD.

Output
LUMO energy: 0.501 eV
M: 92.12 g/mol
SMILES string: S=C1CO1.O
Total charge: 0
HOMO: -9.24 eV
Frontier orbital gap: 9.738 eV

Each line ends with the Löwdin charge.
Element x y z (Å)
S  0.973  -0.265  2.303  0.77
C  0.675  -0.888  0.905  -0.95
C  -0.109  -1.120  -0.387  -0.04
O  1.065  -1.773  0.105  0.03
H  -1.033  -1.734  -0.514  0.13
H  0.178  -0.432  -1.133  0.08
O  -0.482  1.996  -0.822  -0.09
H  -0.860  2.803  -0.479  0.02
H  -0.407  1.414  0.021  0.05

---

(2)
Here is a 2-piece molecular cluster, C2H4O2S overall from the Open Molecules 2025 dataset. Energies are from ωB97M-V/def2-TZVPD.

Output
LUMO energy (spin up / spin down): -0.853 / -0.825 eV
M: 92.12 g/mol
SMILES string: CC=O.O=S
Total charge: 0
HOMO (spin up / spin down): -8.53 / -8.47 eV
Frontier orbital gap (spin up / spin down): 7.676 / 7.645 eV

Each line ends with the Löwdin charge.
Element x y z (Å)
C  0.045  0.302  0.101  -0.04
C  -0.839  -0.857  0.111  -0.32
O  -1.960  -0.985  0.578  -0.10
H  -0.586  1.092  0.420  0.07
H  0.443  0.605  -0.919  0.12
H  0.793  0.092  0.751  0.05
H  -0.497  -1.886  -0.373  0.15
O  -4.802  -0.149  -0.654  -0.68
S  -4.141  0.523  0.501  0.74

---

(3)
Here is one molecule with the formula C2H4O2S from the Open Molecules 2025 dataset. Energies are from ωB97M-V/def2-TZVPD.

Output
LUMO energy: 0.407 eV
M: 92.12 g/mol
SMILES string: CSC(=O)O
Total charge: 0
HOMO: -9.15 eV
Frontier orbital gap: 9.556 eV

Each line ends with the Löwdin charge.
Element x y z (Å)
C  -1.950  0.035  0.022  -0.40
S  -0.272  -0.737  -0.089  0.81
C  1.488  0.198  0.121  -0.71
O  1.711  1.316  0.453  0.08
O  2.320  -0.809  -0.218  -0.02
H  -2.085  0.699  0.983  0.08
H  -2.432  -0.917  -0.183  0.01
H  -2.050  0.789  -0.678  -0.02
H  3.270  -0.573  -0.411  0.16

---

Which structure is the most stable? The one labeled (3).

---

(1)
Here is one molecule with the formula C2H4O2S from the Open Molecules 2025 dataset. Energies are from ωB97M-V/def2-TZVPD.

Output
LUMO energy: -0.002 eV
M: 92.12 g/mol
SMILES string: CC=S(=O)=O
Total charge: 0
HOMO: -9.76 eV
Frontier orbital gap: 9.756 eV

Each line ends with the Löwdin charge.
Element x y z (Å)
C  -1.157  0.417  -0.163  -0.12
C  0.201  -0.108  -0.521  -0.32
S  1.330  -0.458  0.577  0.78
O  2.584  -1.023  0.175  -0.31
O  0.996  -0.522  1.967  -0.30
H  -1.491  0.037  0.720  0.04
H  -1.736  -0.042  -0.962  0.08
H  -1.273  1.488  -0.344  0.09
H  0.546  0.211  -1.448  0.06

---

(2)
Here is one molecule with the formula C2H4O2S from the Open Molecules 2025 dataset. Energies are from ωB97M-V/def2-TZVPD.

Output
LUMO energy: 0.167 eV
M: 92.12 g/mol
SMILES string: OCC(O)=S
Total charge: 0
HOMO: -8.81 eV
Frontier orbital gap: 8.977 eV

Each line ends with the Löwdin charge.
Element x y z (Å)
O  -0.126  -1.645  1.343  -0.11
C  0.399  -0.304  1.148  -0.24
C  -0.049  0.150  -0.165  -0.94
O  -0.551  -0.895  -0.890  -0.05
S  0.200  1.525  -0.906  0.76
H  -0.807  -1.490  2.124  0.18
H  0.058  0.467  1.874  0.14
H  1.514  -0.493  1.166  0.16
H  -0.648  -1.639  -0.182  0.11

---

Which structure is the most stable? The one labeled (2).

---

(1)
Here is a 2-piece molecular cluster, C3H8IN2O overall from the Open Molecules 2025 dataset. Energies are from ωB97M-V/def2-TZVPD.

Output
LUMO energy: -4.523 eV
M: 215.01 g/mol
Total charge: +1
HOMO: -13.01 eV
Frontier orbital gap: 8.484 eV

Each line ends with the Löwdin charge.
Element x y z (Å)
C  0.103  -0.523  -1.525  -0.10
C  2.090  -0.057  -0.181  0.03
C  -0.658  1.284  0.928  -0.09
N  0.709  0.017  -0.544  -0.09
N  -0.488  -0.827  -2.452  0.37
O  -0.201  0.007  0.592  -0.18
I  -3.006  -1.708  1.025  0.51
H  2.498  -1.065  -0.454  0.13
H  2.652  0.861  -0.592  0.14
H  2.049  0.205  0.829  0.09
H  -0.469  1.994  0.069  0.13
H  -0.141  1.743  1.813  0.11
H  -1.667  1.290  1.177  0.04
H  -1.122  -1.395  -3.142  0.23
H  -2.350  -1.826  2.457  -0.33

---

(2)
Here is an isolated ion of composition C3H8IN2O and charge +1 from the Open Molecules 2025 dataset. Energies are from ωB97M-V/def2-TZVPD.

Output
LUMO energy: -3.406 eV
M: 215.01 g/mol
SMILES string: C[NH2+][C@]1(N)O[C@H]1I
Total charge: +1
HOMO: -13.42 eV
Frontier orbital gap: 10.010 eV

Each line ends with the Löwdin charge.
Element x y z (Å)
C  0.191  1.155  -1.397  0.03
N  -0.442  1.021  -0.038  0.06
C  -0.304  -0.395  0.569  -0.57
N  -0.930  -1.216  -0.404  0.13
O  -0.376  -0.346  1.934  0.02
C  0.922  -0.551  1.463  -0.64
I  1.723  -2.510  1.689  0.93
H  0.939  0.353  -1.457  0.11
H  -0.555  0.972  -2.114  0.08
H  0.459  2.196  -1.516  0.11
H  -1.512  1.093  -0.023  0.21
H  -0.125  1.732  0.704  0.21
H  -1.542  -1.942  -0.026  0.12
H  -0.168  -1.645  -1.012  0.13
H  1.721  0.084  1.628  0.05

---

Which structure is the most stable? The one labeled (2).